# 1
C5H11NO2 in the gas phase in a non-equilibrium geometry, computed with wB97M-V/def2-TZVPD.

```
19
C5H11NO2 | the OMol25 dataset | wB97M-V/def2-TZVPD
C -1.5198 0.8069 -1.3691
N -1.6532 0.3994 0.0073
C -0.7673 0.0046 0.9552
O -1.1004 0.1276 2.1295
C 0.6550 -0.4067 0.5587
C 1.5587 0.8188 0.4413
C 0.7617 -1.3414 -0.6439
O 0.9673 -1.2159 1.7382
H -1.7280 -0.0343 -2.0369
H -0.5341 1.2178 -1.5699
H -2.2707 1.5707 -1.5731
H -2.6018 0.4334 0.3601
H 2.5922 0.4789 0.4775
H 1.3931 1.3657 -0.4827
H 1.4110 1.4915 1.2836
H 1.6944 -1.8936 -0.5468
H -0.0502 -2.0643 -0.6434
H 0.7757 -0.7982 -1.5836
H 0.4165 -0.9609 2.4980
```

HOMO level = -9.65 eV
HOMO-LUMO gap = 10.39 eV
E = -10948.5640 eV
Total charge = 0
2S+1 = 1
E_LUMO = 0.73 eV
Energy above the lowest of the compared OMol25 structures with the same formula, charge and spin = 67.8 kJ/mol
SMILES string = CNC(=O)C(C)(C)O

---

# 2
A molecular structure, C5H14BClCsF8ILiMgNO7P in a non-equilibrium geometry, computed with wB97M-V/def2-TZVPD.

```
42
C5H14BClCsF8ILiMgNO7P | the OMol25 dataset | wB97M-V/def2-TZVPD
C -4.7427 1.1787 3.0119
O -4.0586 0.1139 3.7951
B -2.6546 0.0312 3.4676
O -1.7702 0.9827 4.1326
N -2.0543 -0.9629 2.5633
C -2.2941 -0.7023 1.2003
O -2.5147 -1.6200 0.4745
O -2.2217 0.5620 0.7332
I -3.5913 0.8098 -0.7744
H -4.5919 0.9162 1.9485
H -4.1997 2.1652 3.2324
H -5.8106 1.2326 3.2441
H -1.4116 0.4546 4.8872
H -2.4700 -1.8740 2.7541
C 1.1096 0.8398 0.5064
C 1.9776 1.0818 -0.6847
O 2.4680 2.1623 -0.9201
C 2.2363 -0.0788 -1.6128
H 1.0156 1.7582 1.0764
H 0.1154 0.5278 0.1736
H 1.5488 0.0805 1.1437
H 1.2937 -0.4356 -2.0294
H 2.7487 -0.8881 -1.0710
H 2.8804 0.2460 -2.4346
F 1.8284 -4.5377 -4.8434
P 1.6145 -3.1967 -3.9424
F 3.2344 -3.1177 -3.8431
F 1.7431 -2.3558 -5.3212
F 0.6305 -1.9229 -3.7474
F 1.9388 -3.0899 -2.3350
F 0.3528 -4.1297 -3.5164
Cs 3.9463 -0.2738 -3.5540
O 2.6520 1.0635 2.8564
H 3.4132 1.3477 3.3746
Mg -3.4814 1.8413 4.7832
O -0.2422 3.9100 -3.5193
H 0.5426 3.7465 -2.9876
H -0.0751 3.4314 -4.3408
F 3.4222 -0.1883 1.7662
Li 2.5488 -2.7964 -0.2946
F -1.7217 3.1843 -2.0890
Cl 4.6448 -1.4973 2.7357
```

HOMO level = -2.92 eV
HOMO-LUMO gap = 3.21 eV
E = -79753.8983 eV
Total charge = -1
2S+1 = 1
E_LUMO = 0.29 eV

---

# 3
A molecular structure, CHClFNO2 in a non-equilibrium geometry, computed with wB97M-V/def2-TZVPD.

```
7
CHClFNO2 | the OMol25 dataset | wB97M-V/def2-TZVPD
C 0.2666 0.4592 -0.1978
N 0.0944 -0.9055 0.2605
O 0.0941 -0.9641 1.4771
O 0.0210 -1.8394 -0.5178
F 0.2173 0.4014 -1.5123
Cl -1.6504 1.7336 0.3097
H 0.9570 1.1148 0.1807
```

HOMO level = -11.47 eV
HOMO-LUMO gap = 8.67 eV
E = -21872.9896 eV
Total charge = 0
2S+1 = 1
E_LUMO = -2.79 eV
Energy above the lowest of the compared OMol25 structures with the same formula, charge and spin = 176.4 kJ/mol

---

# 4
2 unconnected molecules or ions with the total composition C2H3BrOS in a non-equilibrium geometry, computed with wB97M-V/def2-TZVPD.

```
8
C2H3BrOS | the OMol25 dataset | wB97M-V/def2-TZVPD
C 1.0789 -0.1776 0.4654
C -0.1893 -0.3626 -0.2924
O 1.9171 -1.0340 0.5940
S 0.7708 0.7033 -2.4682
Br 0.1869 2.7557 -2.2615
H 1.1061 0.9388 0.9038
H -0.3711 -1.1906 -0.8941
H -1.0126 0.3743 0.0050
```

HOMO level (alpha / beta) = -9.19 / -9.19 eV
HOMO-LUMO gap (alpha / beta) = 6.99 / 6.99 eV
E = -85044.9358 eV
Total charge = 0
2S+1 = 1
E_LUMO (alpha / beta) = -2.20 / -2.20 eV
Energy above the lowest of the compared OMol25 structures with the same formula, charge and spin = 242.7 kJ/mol

---

# 5
8 unconnected molecules or ions with the total composition C48H88ClF4IN8O5PSi in a non-equilibrium geometry, computed with wB97M-V/def2-TZVPD.

```
157
C48H88ClF4IN8O5PSi | the OMol25 dataset | wB97M-V/def2-TZVPD
C 5.9974 -1.7838 1.8014
C 4.7107 -2.3484 1.1939
C 4.0900 -1.6143 -0.0440
Cl 5.0763 -0.1187 -0.4061
P 2.2625 -1.0514 0.2708
C 1.6682 -2.7725 0.8047
O 1.7812 -3.0261 2.2251
C 1.6010 -4.3539 2.5859
O 0.6120 -5.0408 1.8514
C -0.7058 -4.7159 2.2436
C -1.5404 -6.0030 2.3429
O -1.9265 -6.3379 3.6734
C 1.8154 -1.6507 -1.5641
C 2.4281 -0.7868 -2.6573
F 0.4110 -1.6073 -1.8021
O 2.5652 -0.5247 1.8948
C 1.7254 0.4969 2.2850
I 2.8427 2.3252 1.7807
C 1.7516 0.4259 3.8378
C 3.0918 0.0581 4.4454
C 4.1068 1.1094 4.9179
N 3.3680 -1.1633 4.6160
C 0.3406 0.2919 1.6014
C -0.6017 -0.6939 2.3202
C -1.3297 -0.1587 3.5840
C -2.7288 -0.7249 3.7233
F -2.8489 -1.9611 3.2219
F -3.0227 -0.8512 5.0638
F -3.6969 0.0519 3.2208
Si -0.5595 1.8308 0.8491
C -2.4052 1.4102 0.6316
C 0.1186 2.1270 -0.8727
C -0.5115 3.3537 1.9828
O 0.6451 -0.4049 0.3875
H 6.8360 -1.8000 1.1111
H 5.8562 -0.8050 2.2516
H 6.2740 -2.4512 2.6280
H 3.9970 -2.4605 2.0098
H 4.9636 -3.3623 0.8652
H 4.2135 -2.2562 -0.9103
H 2.6121 0.2005 -0.3210
H 0.6110 -2.8217 0.5441
H 2.1735 -3.5881 0.2743
H 2.5395 -4.9136 2.4737
H 1.3355 -4.3898 3.6482
H -0.7466 -4.1805 3.1977
H -1.1754 -4.0736 1.4906
H -2.4269 -5.9684 1.7029
H -0.9116 -6.8199 1.9986
H -2.1733 -5.5392 4.1536
H 2.1040 -2.6917 -1.7555
H 3.4639 -1.0789 -2.8224
H 1.8690 -0.9969 -3.5757
H 2.3543 0.2832 -2.4748
H 1.0676 -0.3642 4.1405
H 1.4241 1.3572 4.3082
H 3.6670 2.0951 5.0495
H 4.4387 0.7775 5.9048
H 4.9841 1.1402 4.2755
H 4.2951 -1.2385 5.0383
H -0.0152 -1.5621 2.6313
H -1.2850 -1.0677 1.5659
H -0.8031 -0.5485 4.4505
H -1.3236 0.9259 3.6756
H -2.5828 0.3561 0.4242
H -2.9258 1.7485 1.5285
H -2.8348 1.9735 -0.1999
H -0.2079 1.2788 -1.4801
H -0.2918 3.0168 -1.3549
H 1.2052 2.1171 -0.9190
H -0.1660 3.0653 2.9794
H -1.4708 3.8628 2.0895
H 0.2376 4.0567 1.6236
C 4.0723 -0.0072 -8.4925
C 3.9175 -1.1217 -7.4640
C 3.0840 -0.6989 -6.2515
C 3.7327 0.3466 -5.4634
N 4.2517 1.1759 -4.8633
H 4.6189 0.8425 -8.0794
H 4.6240 -0.3650 -9.3625
H 3.0993 0.3446 -8.8352
H 4.9028 -1.4620 -7.1394
H 3.4267 -1.9753 -7.9373
H 2.9127 -1.5604 -5.6041
H 2.1021 -0.3482 -6.5768
C 4.7897 2.1175 10.5168
C 4.0490 1.1035 9.6528
C 4.8842 -0.1426 9.3438
C 6.0487 0.1674 8.5173
N 6.9520 0.4093 7.8522
H 5.6693 2.5094 10.0036
H 4.1412 2.9615 10.7516
H 5.1144 1.6690 11.4584
H 3.7341 1.5794 8.7225
H 3.1418 0.7882 10.1721
H 4.2678 -0.8719 8.8145
H 5.2127 -0.6179 10.2701
C -0.6166 2.4141 -7.9637
C -1.4217 1.3669 -8.7279
C -0.5965 0.1301 -9.0899
C 0.4738 0.4356 -10.0357
N 1.3218 0.6771 -10.7723
H 0.2006 2.8093 -8.5705
H -1.2543 3.2524 -7.6820
H -0.1903 1.9957 -7.0499
H -1.8381 1.8116 -9.6308
H -2.2648 1.0481 -8.1127
H -1.2451 -0.6241 -9.5344
H -0.1706 -0.3065 -8.1833
C -6.6763 -2.4067 2.9970
C -7.1906 -0.9726 3.0343
C -8.5605 -0.8430 3.7078
C -9.6206 -1.5169 2.9591
N -10.4526 -2.0492 2.3735
H -7.3245 -3.0473 2.3959
H -5.6794 -2.4389 2.5582
H -6.6154 -2.8285 4.0023
H -7.2350 -0.5757 2.0186
H -6.4774 -0.3572 3.5850
H -8.8215 0.2132 3.8009
H -8.5199 -1.2489 4.7203
C 8.8404 3.0704 6.0922
C 8.1415 2.7441 4.7806
C 7.3210 3.9128 4.2289
C 6.2057 4.2600 5.1090
N 5.3339 4.5295 5.8059
H 8.1120 3.2828 6.8762
H 9.4404 2.2228 6.4220
H 9.5014 3.9354 5.9936
H 7.4966 1.8759 4.9280
H 8.8865 2.4634 4.0333
H 6.9237 3.6429 3.2481
H 7.9530 4.7913 4.0853
C -13.4361 -0.5271 0.9643
C -12.9164 0.5021 1.9589
C -13.4504 1.9145 1.6976
C -12.9784 2.4653 0.4279
N -12.6095 2.8971 -0.5697
H -13.1010 -0.3059 -0.0504
H -13.0685 -1.5187 1.2253
H -14.5284 -0.5574 0.9652
H -11.8258 0.5040 1.9393
H -13.2157 0.2017 2.9651
H -13.1305 2.5792 2.5025
H -14.5420 1.9112 1.7061
C -0.2688 1.9009 -13.8425
C -1.5701 1.4345 -14.4860
C -2.7897 1.6234 -13.5782
C -2.7336 0.7831 -12.3833
N -2.6908 0.1209 -11.4466
H -0.0246 1.3156 -12.9558
H 0.5595 1.7955 -14.5431
H -0.3306 2.9513 -13.5500
H -1.4800 0.3850 -14.7727
H -1.7373 2.0021 -15.4039
H -3.6979 1.3745 -14.1306
H -2.8773 2.6698 -13.2799
```

HOMO level = -5.08 eV
HOMO-LUMO gap = 6.83 eV
E = -122021.2888 eV
Total charge = -1
2S+1 = 1
E_LUMO = 1.75 eV